The following is a DFT calculation (ωB97M-V with the def2-TZVPD basis set) of a 2-piece molecular cluster, C3H5NO2S2 overall in a non-equilibrium geometry.

Calculated values
* Kohn-Sham gap (spin up / spin down): 6.629 / 6.134 eV
* energy relative to the best compared isomer or geometry (same formula, charge and spin): 79.1 kcal/mol
* HOMO (spin up / spin down): -7.367 / -9.448 eV
* total energy: -1118.6417 a.u.
* 2S+1: 3
* LUMO level (spin up / spin down): -0.738 / -3.314 eV
* charge: 0
* expectation value of S²: 2.03

Last column: natural (NBO) charge in e.
Geometry (Å):
C1 1.0997 -0.9787 1.6975  -0.5784
C2 -0.5957 0.8350 0.5763  -0.8065
C3 0.9340 -1.8535 -0.1870  -0.1953
N1 -0.2514 -2.4718 0.0907  0.4418
O1 -1.2964 -1.8060 -0.0338  -0.4227
O2 -0.2797 -3.6243 0.4895  -0.3638
S1 2.0104 -1.8801 2.7275  0.3161
S2 0.8750 0.7160 1.6059  0.3767
H1 -1.1552 1.6035 1.0125  0.2314
H2 -1.1554 -0.2094 0.5808  0.2980
H3 -0.4424 0.9142 -0.5017  0.2195
H4 1.8496 -2.4090 -0.1278  0.2371
H5 0.8393 -0.9741 -0.9443  0.2461



The following is a DFT calculation (ωB97M-V with the def2-TZVPD basis set) of a 2-piece molecular cluster, ClH2O2PS overall in a non-equilibrium geometry.

Calculated values
* Kohn-Sham gap: 10.112 eV
* structure (SMILES): O=P(O)=S.Cl
* energy relative to the best compared isomer or geometry (same formula, charge and spin): 25.8 kcal/mol
* HOMO: -10.421 eV
* total energy: -1351.4713 a.u.
* 2S+1: 1
* LUMO level: -0.309 eV
* charge: 0

Last column: natural (NBO) charge in e.
Geometry (Å):
O1 -0.8236 0.4871 0.5268  -1.0104
P1 -2.1848 0.8230 0.1242  1.8839
O2 -3.0318 -0.5155 -0.1927  -0.9643
S1 -3.1302 2.4805 -0.1005  -0.4322
H1 -2.5404 -1.3357 -0.0731  0.5227
Cl1 3.2381 2.5228 -0.0330  -0.2700
H2 2.6982 1.3827 0.1744  0.2702



The following is a DFT calculation (ωB97M-V with the def2-TZVPD basis set) of one molecule with the formula C4H9NO in a non-equilibrium geometry.

Calculated values
* Kohn-Sham gap: 10.475 eV
* structure (SMILES): CC(C)NC=O
* energy relative to the best compared isomer or geometry (same formula, charge and spin): 55.5 kcal/mol
* HOMO: -9.600 eV
* total energy: -287.7440 a.u.
* 2S+1: 1
* LUMO level: 0.875 eV
* charge: 0

Last column: natural (NBO) charge in e.
Geometry (Å):
C1 1.2482 1.1142 -0.3573  -0.6431
C2 0.4413 0.0546 0.3642  -0.0684
C3 0.5353 -1.2403 -0.3396  -0.6787
N1 -0.9586 0.6398 0.4441  -0.6310
C4 -2.0806 -0.1726 0.3151  0.5357
O1 -2.0965 -1.3581 0.0282  -0.5978
H1 0.6147 1.6168 -1.1775  0.2192
H2 1.9614 0.5917 -1.1375  0.2354
H3 1.4369 2.0484 0.2850  0.2230
H4 0.9472 0.1286 1.4104  0.1878
H5 -0.3401 -1.9217 -0.3627  0.2881
H6 1.0371 -1.2005 -1.2642  0.2079
H7 1.2680 -1.8977 0.1596  0.2207
H8 -0.9482 1.2287 1.2107  0.3838
H9 -3.0661 0.3682 0.4215  0.1174



The following is a DFT calculation (ωB97M-V with the def2-TZVPD basis set) of C14H25EuI2O4P2S as an isolated structure in a non-equilibrium geometry.

Calculated values
* Kohn-Sham gap (spin up / spin down): 6.955 / 3.318 eV
* energy relative to the best compared isomer or geometry (same formula, charge and spin): 7.1 kcal/mol
* HOMO (spin up / spin down): -14.051 / -14.071 eV
* total energy: -3235.3767 a.u.
* 2S+1: 7
* LUMO level (spin up / spin down): -7.097 / -10.753 eV
* charge: +2
* expectation value of S²: 12.03

Last column: natural (NBO) charge in e.
Geometry (Å):
I1 0.4632 3.5546 -1.2479  -0.4233
I2 -1.7643 -0.9202 -1.3996  0.1586
Eu1 0.7455 0.8751 0.1408  1.4206
P1 1.3363 -0.8340 -2.3082  0.8198
C1 1.4282 -2.5978 -2.7639  -0.9264
C2 0.8711 -0.1167 -3.9289  -0.9327
H1 1.6059 -0.4052 -4.6944  0.2573
H2 3.5628 -0.8170 -3.2462  0.2569
H3 0.8225 0.9750 -3.8262  0.2639
H4 3.2950 0.6376 -2.1938  0.2521
H5 0.4169 -2.9602 -2.9744  0.2549
H6 -0.1276 -0.4745 -4.2001  0.2533
C3 3.1352 -0.4429 -2.3041  -0.9448
H7 2.0797 -2.7208 -3.6417  0.2597
H8 3.6235 -0.9007 -1.4352  0.2490
H9 1.8250 -3.1614 -1.9099  0.2449
P2 -1.6718 0.9037 2.0348  0.8220
C4 -2.6139 -0.1989 3.1351  -0.9255
C5 -0.7666 1.8855 3.3087  -0.9397
H10 -2.5481 2.9374 1.0436  0.2613
H11 -3.4651 2.4622 2.5269  0.2514
H12 -3.7197 1.6031 0.9584  0.2523
C6 -2.9874 2.1025 1.6048  -0.9246
H13 -0.2464 2.7347 2.8451  0.2489
H14 -1.4968 2.2322 4.0560  0.2562
H15 -3.1267 0.3974 3.9055  0.2615
H16 -1.9250 -0.9197 3.5947  0.2437
H17 0.0175 1.2760 3.7746  0.2481
H18 -3.3466 -0.7521 2.5347  0.2551
C7 -0.5051 -1.5487 0.7289  0.4557
O1 -0.4982 -2.6439 1.1225  -0.4714
C8 5.9145 -3.6719 5.6772  -0.6810
C9 5.1802 -2.7458 4.7732  0.2496
C10 5.6572 -1.4402 4.5946  -0.1488
C11 5.0014 -0.5435 3.7582  -0.1617
C12 3.8431 -0.9701 3.0848  -0.1459
C13 3.3581 -2.2684 3.2609  -0.1110
C14 4.0281 -3.1456 4.0992  -0.1702
S1 2.9862 0.1509 2.0044  2.3152
O2 2.4785 1.2870 2.7693  -0.8857
O3 3.8301 0.4858 0.8616  -0.8851
O4 1.8267 -0.7257 1.5464  -1.0325
H19 6.9425 -3.7828 5.3197  0.2913
H20 5.9590 -3.2366 6.6799  0.2911
H21 5.4387 -4.6539 5.7286  0.2554
H22 6.5594 -1.1126 5.1167  0.2634
H23 5.3906 0.4719 3.6346  0.2773
H24 2.4621 -2.6064 2.7515  0.2619
H25 3.6181 -4.1484 4.2049  0.2579



The following is a DFT calculation (ωB97M-V with the def2-TZVPD basis set) of a 2-piece molecular cluster, C17H17F3O2S overall in a non-equilibrium geometry.

Calculated values
* Kohn-Sham gap: 3.466 eV
* HOMO: -6.080 eV
* total energy: -1506.1187 a.u.
* 2S+1: 1
* LUMO level: -2.614 eV
* charge: 0

Last column: natural (NBO) charge in e.
Geometry (Å):
C1 2.1559 0.7888 2.8729  -0.7237
C2 1.0886 -0.2339 2.8587  0.4595
C3 1.4189 -1.5576 3.4258  -0.7129
C4 -0.2542 0.1311 2.5972  -0.2230
C5 -1.2897 -0.8423 2.4402  -0.0845
C6 -2.5921 -0.4760 2.1567  -0.2213
C7 -2.9409 0.8736 2.0245  -0.1187
C8 -1.9599 1.8552 2.2132  -0.2517
C9 -0.6520 1.5000 2.4959  -0.0475
H1 2.0823 1.4872 2.0318  0.2685
H2 2.0936 1.3778 3.8058  0.2473
H3 3.1525 0.3324 2.8409  0.2617
H4 0.7451 -2.3541 3.1020  0.2472
H5 2.4435 -1.8556 3.1789  0.2609
H6 1.3588 -1.5038 4.5259  0.2637
H7 -1.0485 -1.8989 2.5807  0.2255
H8 -3.3493 -1.2512 2.0390  0.2292
H9 -3.9606 1.1581 1.7725  0.2274
H10 -2.2183 2.9114 2.1321  0.2286
H11 0.0950 2.2753 2.7006  0.2139
F1 -0.6289 -0.7583 -2.2458  -0.3147
C10 0.3891 0.0028 -1.8078  0.7281
F2 0.9310 0.6664 -2.8546  -0.3140
F3 -0.0899 0.9172 -0.9261  -0.3320
S1 1.6091 -1.1310 -0.9792  2.0895
C11 2.6861 0.0674 -0.3850  -0.7917
C12 3.9928 -0.2940 0.0401  -0.0271
C13 4.9639 0.7232 0.2748  -0.2716
C14 6.1760 0.3895 0.8532  -0.1480
C15 6.4718 -0.9434 1.1738  -0.2981
C16 5.5538 -1.9574 0.8683  -0.1994
C17 4.3407 -1.6532 0.2801  -0.2602
O1 0.8764 -1.7819 0.0980  -0.9609
O2 2.1684 -1.8980 -2.0693  -0.9211
H12 2.5246 1.0593 -0.8016  0.2359
H13 4.7267 1.7429 -0.0179  0.2032
H14 6.9044 1.1610 1.0798  0.1985
H15 7.4151 -1.2117 1.6610  0.2072
H16 5.7781 -3.0041 1.0928  0.2089
H17 3.6383 -2.4382 -0.0265  0.2177



The following is a DFT calculation (ωB97M-V with the def2-TZVPD basis set) of a 3-piece molecular cluster, C5H16N2O overall in a non-equilibrium geometry.

Calculated values
* Kohn-Sham gap: 7.458 eV
* energy relative to the best compared isomer or geometry (same formula, charge and spin): 97.7 kcal/mol
* HOMO: -7.591 eV
* total energy: -384.7025 a.u.
* 2S+1: 1
* LUMO level: -0.133 eV
* charge: 0

Last column: natural (NBO) charge in e.
Geometry (Å):
N1 -1.4221 0.6688 0.5993  -1.0573
C1 -1.2046 0.5711 -0.7581  0.0176
C2 0.3192 0.0434 -1.1367  -0.4257
C3 1.5589 0.6228 -0.4351  -0.4163
C4 2.4185 -0.4867 0.1602  -0.6095
C5 -0.6388 1.5973 -1.5127  -0.1225
N2 -1.9655 -2.3079 0.2286  -1.1230
H1 -1.9364 -1.3458 0.5785  0.4000
H2 -2.1379 1.3654 0.7447  0.3525
H3 -1.8636 -0.0935 -1.3133  0.2014
H4 0.1479 -0.9573 -0.7027  0.3436
H5 0.5232 -0.1976 -2.1881  0.2461
H6 1.2266 1.2692 0.3693  0.2452
H7 2.1330 1.2189 -1.1401  0.1968
H8 2.7479 -1.1951 -0.6007  0.1935
H9 3.2967 -0.0683 0.6430  0.2208
H10 1.8537 -1.0151 0.9301  0.2333
H11 -0.8739 1.7870 -2.5396  0.2206
H12 -0.1400 2.3613 -0.9414  0.2284
H13 -1.4102 -2.8652 0.8664  0.3545
H14 -2.9114 -2.6458 0.3188  0.3531
H15 0.0302 0.6512 3.3983  0.4604
H16 -0.2331 0.5411 1.8685  0.5048
O1 0.4818 0.4804 2.5625  -1.0185



The following is a DFT calculation (ωB97M-V with the def2-TZVPD basis set) of one molecule with the formula C6H12O.

Calculated values
* Kohn-Sham gap: 11.153 eV
* structure (SMILES): C[C@@H]1C[C@@H]1[C@@H](C)O
* energy relative to the best compared isomer or geometry (same formula, charge and spin): 23.1 kcal/mol
* HOMO: -10.110 eV
* total energy: -311.0225 a.u.
* 2S+1: 1
* LUMO level: 1.043 eV
* charge: 0

Last column: natural (NBO) charge in e.
Geometry (Å):
C1 0.2821 1.2557 -1.8021  -0.6210
C2 1.0945 0.8879 -0.5783  -0.2246
C3 1.5938 -0.5116 -0.3578  -0.4169
C4 0.5350 0.0559 0.5484  -0.2491
C5 -0.8834 -0.4821 0.5191  0.0962
C6 -1.1660 -1.3657 1.7231  -0.6132
O1 -1.8413 0.5655 0.5669  -0.7208
H1 -0.3656 0.4328 -2.1254  0.2081
H2 0.9364 1.5058 -2.6446  0.2211
H3 -0.3477 2.1358 -1.6124  0.2021
H4 1.7729 1.6762 -0.2557  0.2135
H5 1.2772 -1.2682 -1.0736  0.2093
H6 2.5990 -0.6570 0.0258  0.2186
H7 0.8567 0.3585 1.5445  0.2164
H8 -1.0261 -1.0775 -0.3996  0.1528
H9 -0.5338 -2.2590 1.7104  0.2108
H10 -2.2170 -1.6687 1.7268  0.2195
H11 -0.9697 -0.8080 2.6458  0.2088
H12 -1.6427 1.1682 -0.1605  0.4681



The following is a DFT calculation (ωB97M-V with the def2-TZVPD basis set) of one molecule with the formula C3H6ClF in a non-equilibrium geometry.

Calculated values
* Kohn-Sham gap: 11.571 eV
* structure (SMILES): FCCCCl
* energy relative to the best compared isomer or geometry (same formula, charge and spin): 67.5 kcal/mol
* HOMO: -10.638 eV
* total energy: -677.8496 a.u.
* 2S+1: 1
* LUMO level: 0.932 eV
* charge: 0

Last column: natural (NBO) charge in e.
Geometry (Å):
F1 2.0999 0.1731 -0.7231  -0.4446
C1 0.9468 -0.7999 -0.1802  0.0258
C2 0.0690 0.0872 0.4667  -0.4272
C3 -1.0348 0.8891 -0.2712  -0.4330
Cl1 -2.2512 -0.3280 -0.4329  -0.0278
H1 1.3859 -1.4759 0.6104  0.1946
H2 0.4242 -1.4267 -0.8121  0.1932
H3 -0.4461 -0.7714 0.8813  0.2313
H4 0.5086 0.7578 1.5188  0.2130
H5 -0.4757 1.1015 -1.4039  0.2341
H6 -1.2266 1.7933 0.3463  0.2407